{
  "formula": "C43H71BF2Hg2N7O17S2",
  "method": "wB97M-V/def2-TZVPD",
  "species": ["Hg", "Hg", "C", "C", "C", "C", "N", "C", "C", "C", "C", "C", "C", "C", "H", "H", "H", "H", "H", "H", "H", "H", "H", "H", "H", "H", "H", "H", "H", "H", "H", "H", "H", "H", "H", "H", "H", "H", "O", "C", "C", "O", "H", "H", "H", "H", "O", "C", "O", "B", "O", "C", "O", "O", "C", "O", "C", "O", "O", "N", "S", "O", "O", "F", "S", "O", "O", "F", "N", "C", "C", "C", "C", "H", "H", "H", "H", "H", "N", "C", "C", "C", "C", "H", "H", "H", "H", "H", "N", "C", "C", "C", "C", "H", "H", "H", "H", "H", "N", "C", "C", "C", "C", "H", "H", "H", "H", "H", "N", "C", "C", "C", "C", "H", "H", "H", "H", "H", "C", "C", "O", "H", "H", "H", "H", "H", "H", "C", "C", "O", "H", "H", "H", "H", "H", "H", "C", "C", "O", "H", "H", "H", "H", "H", "H"],
  "coordinates": [[1.63422, 2.32024, -2.77787], [-4.76861, 3.27000, -1.44492], [-1.51420, -7.25931, 1.85354], [-1.28102, -7.39070, 0.34660], [-0.00351, -6.70072, -0.12631], [0.10713, -5.26348, 0.34453], [1.10359, -4.42080, -0.37683], [1.09297, -3.04515, 0.23604], [1.39560, -2.08339, -0.86769], [0.64248, -2.66789, -2.04195], [0.58547, -4.19021, -1.81672], [2.45930, -5.01399, -0.45974], [3.12058, -5.34846, 0.84540], [4.57845, -5.77158, 0.69573], [-0.69371, -7.70512, 2.42332], [-2.45592, -7.75911, 2.08037], [-1.59013, -6.25107, 2.26944], [-2.10278, -6.88480, -0.16114], [-1.27376, -8.44988, 0.10050], [0.06936, -6.75253, -1.22008], [0.87552, -7.27706, 0.18233], [0.42610, -5.34108, 1.38886], [-0.80266, -4.67197, 0.38248], [1.71185, -3.01367, 1.12671], [0.06825, -2.79917, 0.52112], [2.45927, -2.00079, -1.11773], [1.10645, -1.04645, -0.70621], [1.04545, -2.38836, -3.01441], [-0.40658, -2.37713, -2.05644], [1.19961, -4.75950, -2.50906], [-0.45156, -4.50706, -1.90211], [3.05668, -4.33040, -1.06942], [2.40123, -5.90298, -1.09104], [2.62839, -6.17688, 1.36938], [3.04960, -4.55084, 1.58989], [5.00899, -6.07357, 1.64713], [5.19203, -4.90307, 0.42373], [4.72655, -6.49232, -0.10769], [1.50395, 0.69154, -4.33090], [2.83123, 0.33961, -4.50180], [3.74658, 0.38204, -3.26697], [3.71864, 1.45092, -2.39571], [3.26483, 0.98759, -5.28423], [2.84788, -0.66750, -4.93805], [4.77326, 0.11447, -3.56139], [3.47947, -0.54067, -2.69707], [-0.71906, -2.54542, 2.96248], [-1.73067, -1.97110, 2.73188], [-2.43110, -2.03136, 1.58601], [-3.55453, -1.09291, 1.66560], [-3.50414, -0.50565, 3.02243], [-2.47375, -1.01581, 3.68657], [-2.16390, -0.82158, 4.81284], [-4.85489, -1.76416, 1.47474], [-5.61640, -1.05518, 0.67626], [-6.75596, -1.21758, 0.37800], [-4.71580, 0.02295, 0.04154], [-3.54193, -0.02250, 0.62879], [-5.04208, 0.90099, -0.71457], [-0.14149, 1.83594, -1.48759], [-1.49118, 1.08485, -1.93886], [-2.71566, 1.81686, -1.81940], [-1.47916, -0.31653, -1.76224], [-1.25123, 1.25412, -3.50678], [-0.39799, 1.83589, 0.16543], [-0.48686, 0.56101, 0.76655], [-1.21147, 2.91026, 0.64877], [1.05815, 2.30049, 0.50801], [5.38158, 2.61620, 1.19792], [6.39603, 3.43725, 0.77114], [5.94007, 4.72216, 0.69764], [4.60670, 4.70194, 1.20091], [4.33256, 3.41175, 1.57721], [5.42937, 1.61411, 1.16398], [7.33741, 2.99530, 0.48740], [6.50552, 5.62049, 0.51447], [3.93992, 5.54177, 1.29426], [3.41330, 3.09513, 2.04464], [-3.06445, -3.16082, -1.19809], [-3.19382, -3.04313, -2.55550], [-3.23915, -4.30549, -3.08761], [-3.21246, -5.21321, -2.00143], [-3.12115, -4.48760, -0.83397], [-2.90252, -2.38174, -0.58363], [-3.16414, -2.06592, -3.00773], [-3.23418, -4.56527, -4.13312], [-3.26555, -6.28755, -2.07547], [-3.13285, -4.77587, 0.20297], [1.56109, 5.94233, 0.54287], [2.04655, 7.21573, 0.72073], [2.03953, 7.48290, 2.06615], [1.42221, 6.37658, 2.70122], [1.03458, 5.49214, 1.72039], [1.57789, 5.39455, -0.29606], [2.58323, 7.67141, -0.09529], [2.41921, 8.36283, 2.55676], [1.26790, 6.15992, 3.74416], [0.62359, 4.51582, 1.92250], [4.34847, -0.25761, -0.03417], [4.87528, -1.47436, 0.34539], [4.43394, -1.76515, 1.61987], [3.45887, -0.77441, 1.96020], [3.46194, 0.11460, 0.92179], [4.45374, 0.15162, -0.95433], [5.54277, -2.02902, -0.29383], [4.70820, -2.64589, 2.17846], [2.90496, -0.61587, 2.86932], [2.91443, 1.03189, 0.79443], [1.85163, 3.05247, 4.77086], [2.13471, 1.83132, 4.22761], [0.96537, 1.30143, 3.74396], [-0.04081, 2.29003, 3.93908], [0.51543, 3.33504, 4.62233], [2.53329, 3.71683, 5.09090], [3.12919, 1.43598, 4.35908], [0.87528, 0.31835, 3.31363], [-1.04707, 2.09534, 3.60013], [0.15599, 4.27124, 5.01247], [-1.23796, 5.78033, -1.27606], [-2.65417, 5.84847, -1.83191], [-3.03852, 4.56528, -2.44267], [-1.27522, 5.92690, -0.19340], [-0.56251, 6.53285, -1.67633], [-0.77440, 4.79756, -1.37978], [-2.71478, 6.58466, -2.63382], [-3.39821, 6.07144, -1.07239], [-2.66470, 4.54459, -3.32931], [-3.70824, 3.81001, 2.87618], [-4.39493, 2.99478, 1.78148], [-3.74187, 3.27595, 0.52648], [-4.11008, 3.53909, 3.85097], [-3.83790, 4.88563, 2.74313], [-2.63142, 3.62216, 2.84381], [-5.45291, 3.24719, 1.82721], [-4.26740, 1.94531, 2.05184], [-2.76730, 3.21655, 0.63612], [-4.37823, 0.89361, -4.95372], [-4.73171, 2.28844, -4.49991], [-5.48202, 2.19701, -3.26063], [-5.20498, 0.27421, -5.29384], [-3.71046, 0.43710, -4.22271], [-3.69313, 0.91843, -5.81052], [-5.30259, 2.81418, -5.26968], [-3.83250, 2.88914, -4.39123], [-6.28087, 1.69023, -3.45595]],
  "forces_ev_per_angstrom": [[1.7, -1.7, -0.8], [1.1, -1.5, 0.4], [0.1, -0.2, 0.2], [0.0, 1.1, 0.5], [0.4, -0.4, -1.1], [0.5, -0.6, 1.5], [-1.2, 0.1, -0.9], [-0.4, 0.7, 0.4], [1.1, 0.5, -1.0], [-0.7, -0.5, -0.5], [0.4, 0.5, -0.1], [0.6, -0.1, -0.6], [0.1, -0.6, 1.4], [0.4, 1.2, -0.4], [-0.2, -0.3, 0.0], [0.1, -0.1, 0.3], [-0.1, 0.2, -0.5], [-0.1, -0.4, -0.1], [0.0, 0.0, -0.3], [-0.3, 0.1, 0.0], [0.0, 0.2, 0.4], [0.1, 0.4, 0.0], [-0.2, -0.3, -0.4], [0.1, 0.0, -0.1], [0.0, -0.5, 0.3], [0.0, -0.3, 0.2], [-0.3, -0.2, 0.5], [0.2, -0.1, 0.1], [0.1, 0.5, 0.1], [0.0, -0.1, 0.1], [0.1, -0.3, 0.3], [0.1, 0.3, 0.3], [-0.3, -0.1, 0.2], [-0.3, 0.0, -0.4], [0.1, 0.3, -0.3], [-0.2, -0.5, -0.1], [-0.1, 0.0, -0.2], [0.0, -0.3, 0.3], [-0.2, 1.0, 1.2], [0.1, 0.7, -1.4], [0.1, -2.1, 1.0], [-1.1, 1.1, -0.6], [0.2, 0.1, 0.1], [0.2, -0.2, 0.4], [0.0, 0.7, -0.5], [-0.4, 0.1, 0.0], [0.4, -0.4, -0.1], [-0.4, 0.3, -0.2], [-0.1, 0.3, -0.2], [-0.2, -0.3, 0.9], [0.0, 0.2, -0.5], [0.1, -0.3, -0.2], [0.0, 0.3, 0.4], [0.0, 0.0, 0.2], [0.1, -0.5, -1.0], [-0.4, 0.0, 0.2], [0.7, 0.6, 1.5], [0.1, -0.2, -0.4], [-1.0, 0.4, -0.9], [-2.6, -0.2, 2.9], [0.0, -0.6, -4.6], [0.2, 0.2, 0.9], [-0.3, -0.1, 0.7], [0.2, 0.1, 0.4], [3.3, 0.6, 1.0], [-0.7, -0.3, -0.3], [-0.1, 0.2, -0.4], [-0.3, 0.4, -0.2], [0.5, 0.8, 0.6], [0.2, -0.6, -0.8], [-0.2, 0.2, 0.7], [0.4, -0.1, 0.2], [-0.9, 0.3, -0.8], [-0.2, 0.0, 0.3], [0.0, 0.1, 0.0], [0.1, -0.1, -0.3], [0.1, 0.0, 0.3], [0.1, -0.5, -0.1], [-0.4, -0.1, -0.1], [0.6, 0.1, 0.1], [0.0, 0.1, -0.1], [0.0, -0.3, 0.4], [0.1, 0.5, -0.5], [0.0, -0.1, 0.2], [0.0, -0.1, -0.1], [-0.2, 0.1, 0.0], [0.0, 0.0, 0.0], [0.0, 0.0, 0.0], [-1.3, 0.2, 0.0], [1.1, -0.7, -0.2], [-0.2, 0.1, 0.1], [-0.6, -0.2, -0.3], [1.2, -0.3, 1.0], [0.0, 0.2, -0.2], [-0.2, 0.3, 0.1], [0.0, 0.1, -0.1], [-0.1, 0.4, 0.1], [0.0, -0.1, -0.5], [0.1, -1.5, 0.0], [0.4, 0.3, 0.4], [-0.6, -0.3, -0.6], [0.7, 0.2, -0.2], [-0.6, 1.0, -0.1], [-0.3, 0.4, 0.2], [0.1, 0.1, 0.0], [0.0, 0.1, 0.1], [0.0, -0.3, 0.1], [0.0, 0.0, 0.1], [-0.3, 0.1, -0.1], [0.1, 0.0, 0.5], [0.7, 0.4, -0.1], [-0.4, -0.9, -0.2], [0.6, 0.3, -0.3], [0.0, -0.1, 0.1], [0.0, -0.1, -0.3], [-0.2, 0.0, -0.1], [-0.2, 0.4, 0.4], [-0.3, 0.0, -0.1], [0.0, 0.0, 1.0], [0.6, -0.2, -0.8], [-0.4, 0.5, 0.4], [0.1, 0.1, 0.0], [-0.1, 0.0, -0.2], [-0.2, -0.1, -0.3], [-0.2, 0.2, 0.2], [0.0, -0.1, 0.0], [-0.1, -0.2, 0.0], [0.2, 0.1, -0.4], [0.6, 0.2, 1.9], [-1.8, 0.7, -0.4], [0.1, -0.1, 0.0], [-0.2, 0.0, -0.1], [-0.1, -0.1, 0.3], [0.0, 0.0, -0.9], [-0.1, -0.1, -0.4], [0.2, -0.2, -0.4], [1.4, 0.0, -0.5], [0.0, -0.4, -1.3], [0.2, 0.8, -0.3], [-0.2, 0.0, 0.5], [-0.6, -0.4, 0.3], [-0.3, 0.5, -0.2], [-0.4, 0.0, 0.3], [0.0, -0.1, 0.7], [-0.1, 0.0, 0.5]],
  "gap_ev": 3.68,
  "charge": 1,
  "total_energy_ev": -127104.307,
  "e_homo_ev": -9.351
}